No. 1
This record from OMol25 describes a structure of composition C36H33Co2NO5P. The level of theory is ωB97M-V with the def2-TZVPD basis set.

Summary:
* HOMO-LUMO gap: 5.2356 eV
* HOMO: -0.3858 Eh

Structure (ORCA input):
```
! wB97M-V def2-TZVPD RIJCOSX def2/J DEFGRID3
* xyz 1 1
O -3.87 0.91 -1.51
C -3.06 0.63 -2.30
Co -1.96 0.12 -3.56
C -3.09 -0.98 -4.34
O -3.90 -1.71 -4.74
C -2.33 1.59 -4.44
O -2.68 2.57 -4.94
C -0.17 0.25 -2.54
C -0.35 1.09 -1.42
C -0.84 2.30 -1.07
C -0.28 3.13 -0.01
C 0.37 4.37 -0.27
C 0.75 5.20 0.79
C 0.48 4.82 2.11
C -0.11 3.58 2.38
C -0.43 2.72 1.33
Co -0.43 -0.68 -1.02
C -0.92 -0.79 0.66
O -1.36 -1.02 1.72
C -1.02 -2.24 -1.47
O -1.34 -3.35 -1.57
P 1.62 -1.44 -0.70
C 1.96 -1.69 1.07
C 3.00 -1.06 1.78
C 3.06 -1.18 3.17
C 2.10 -1.92 3.86
C 1.10 -2.60 3.16
C 1.07 -2.52 1.76
C 1.96 -3.12 -1.40
C 2.63 -4.12 -0.68
C 2.81 -5.39 -1.27
C 2.40 -5.62 -2.58
C 1.80 -4.60 -3.32
C 1.59 -3.35 -2.73
C 3.06 -0.48 -1.31
C 3.97 -1.02 -2.23
C 5.11 -0.30 -2.60
C 5.34 0.96 -2.05
C 4.39 1.54 -1.19
C 3.21 0.85 -0.89
H 0.80 0.04 -2.99
H -1.65 2.70 -1.71
H 0.62 4.63 -1.31
H 1.29 6.13 0.60
H 0.73 5.52 2.92
H -0.28 3.27 3.42
H -0.81 1.72 1.55
H 3.75 -0.48 1.25
H 3.88 -0.71 3.72
H 2.13 -2.01 4.95
H 0.34 -3.19 3.67
H 0.36 -3.13 1.20
H 3.01 -3.94 0.32
H 3.30 -6.18 -0.70
H 2.56 -6.60 -3.04
H 1.50 -4.76 -4.36
H 1.17 -2.53 -3.33
H 3.78 -1.99 -2.70
H 5.82 -0.74 -3.31
H 6.24 1.51 -2.31
H 4.57 2.53 -0.77
H 2.39 1.34 -0.37
C -4.40 2.45 3.42
C -4.32 1.39 2.31
C -4.09 0.00 2.94
C -5.63 1.39 1.50
N -3.17 1.72 1.44
H -4.59 3.45 3.01
H -5.23 2.23 4.12
H -3.46 2.49 4.00
H -4.15 -0.79 2.18
H -3.10 -0.08 3.42
H -4.87 -0.23 3.68
H -5.63 0.59 0.76
H -6.50 1.24 2.15
H -5.76 2.36 0.99
H -2.83 0.86 1.01
H -3.46 2.34 0.69
*
```

No. 2
This record from OMol25 describes a structure of composition C36H33CoF6N6O4Sb. The level of theory is ωB97M-V with the def2-TZVPD basis set.

Summary:
* HOMO-LUMO gap (spin up / spin down): 6.4032 / 6.3904 eV
* HOMO (spin up / spin down): -0.1716 / -0.1706 Eh

Structure (ORCA input):
```
! wB97M-V def2-TZVPD RIJCOSX def2/J DEFGRID3
* xyz -1 1
Co 0.66 -0.27 -0.74
C -1.82 4.94 2.95
C -1.63 3.86 1.92
C -1.92 4.08 0.57
C -1.68 3.12 -0.39
C -1.15 1.86 -0.05
N -0.84 0.89 -0.97
C -1.66 0.71 -2.07
C -3.06 0.76 -1.97
C -3.87 0.46 -3.05
C -3.34 0.05 -4.27
C -4.22 -0.40 -5.40
C -1.96 0.02 -4.38
C -1.14 0.39 -3.32
N 0.26 0.45 -3.55
C 0.88 0.69 -4.73
C 2.24 0.56 -4.52
C 2.36 0.23 -3.17
N 1.17 0.18 -2.60
C -0.92 1.63 1.31
C -1.12 2.62 2.27
N -0.49 0.35 1.72
C -0.95 -0.17 2.92
C -0.23 -1.02 3.64
C 1.12 -1.33 3.10
N 0.55 -0.22 1.00
H -2.75 5.49 2.79
H -1.00 5.67 2.92
H -1.84 4.52 3.96
H -2.33 5.04 0.27
H -1.89 3.32 -1.43
H -3.49 1.02 -1.02
H -4.95 0.50 -2.92
H -5.19 0.09 -5.36
H -4.38 -1.48 -5.36
H -3.77 -0.17 -6.37
H -1.50 -0.33 -5.30
H 0.32 0.94 -5.61
H 3.02 0.66 -5.25
H 3.24 -0.02 -2.60
H -0.86 2.41 3.30
H -1.93 0.19 3.21
H -0.60 -1.47 4.55
H 1.45 -2.34 3.32
O 4.11 -2.11 0.09
C 3.23 -1.29 -0.02
O 2.16 -1.40 -0.75
H 3.30 -0.31 0.51
C -1.11 -2.31 8.39
C -0.94 -1.03 7.62
C -2.07 -0.32 7.23
C -1.95 0.87 6.52
C -0.70 1.35 6.18
C 0.44 0.63 6.53
N 1.72 1.09 6.16
C 1.86 1.79 4.92
C 1.81 3.17 4.90
C 1.98 3.87 3.72
C 2.22 3.18 2.54
C 2.26 1.80 2.54
C 2.07 1.09 3.72
C 2.17 -0.42 3.77
O 3.01 -0.93 4.47
O 1.10 -1.31 1.67
C 0.33 -0.55 7.28
C 1.59 -1.29 7.67
H -2.16 -2.53 8.53
H -0.65 -2.25 9.38
H -0.65 -3.16 7.87
H -3.05 -0.70 7.49
H -2.83 1.42 6.23
H -0.60 2.26 5.61
H 2.43 0.37 6.24
H 1.66 3.69 5.84
H 1.94 4.95 3.72
H 2.35 3.72 1.61
H 2.43 1.26 1.62
H 2.12 -1.67 6.79
H 1.38 -2.13 8.32
H 2.28 -0.63 8.20
F -0.31 -1.82 -1.48
Sb 0.39 -3.44 -2.44
F 2.15 -3.11 -3.03
F -0.07 -2.40 -3.98
F 0.63 -5.17 -3.15
F -1.44 -3.91 -2.39
F 0.70 -4.07 -0.71
*
```

Values of total energy, in order: -134125.64105; -115471.59310, all in eV.